A cluster of 2 separate species, C5H13NO in total in a non-equilibrium geometry, computed with wB97M-V/def2-TZVPD.

## Properties
**Frontier orbital gap**: 0.140 Ha
**LUMO**: -4.359 eV

Each line ends with the Mulliken charge.
Positions of all 20 atoms, in Å:
C: 1.563 0.073 -1.155  -1.194
C: 1.396 -0.888 -0.016  -0.543
C: -0.092 -1.139 0.191  -0.846
C: -0.934 -0.050 0.906  -0.101
C: -2.165 0.165 0.190  -0.620
N: -1.714 0.849 -1.030  -0.296
H: 1.817 -0.362 -2.065  0.411
H: 2.366 0.689 -0.753  0.281
H: 0.739 0.722 -1.229  0.378
H: 1.837 -0.450 0.866  0.361
H: 1.994 -1.827 -0.195  0.348
H: -0.250 -2.133 0.699  0.342
H: -0.511 -1.182 -0.793  0.414
H: -1.074 -0.332 1.913  0.461
H: -2.767 -0.714 0.028  0.373
H: -2.754 0.797 0.881  0.364
H: -2.449 0.653 -1.693  0.249
H: -0.261 0.812 0.957  0.053
H: 1.578 2.602 1.307  0.174
O: 1.678 1.716 0.992  -0.609

Atoms 1-3, force components in eV/Å:
1.5 0.5 1.9
-0.3 -1.4 -0.2
0.3 -1.6 1.2

=====

The molecule C5H8O in a non-equilibrium geometry, computed with wB97M-V/def2-TZVPD.

## Properties
**SMILES string**: OC1CC=CC1
**Frontier orbital gap**: 0.379 Ha
**LUMO**: 1.050 eV

Each line ends with the Mulliken charge.
Positions of all 14 atoms, in Å:
O: 1.680 1.044 -0.193  -0.552
C: 0.247 1.001 -0.251  -0.070
C: -0.185 -0.080 -1.257  -0.733
C: -0.285 -1.292 -0.356  -0.409
C: -0.435 -0.982 0.934  -0.299
C: -0.417 0.531 1.154  -0.603
H: 2.070 0.154 -0.162  0.347
H: 0.012 2.027 -0.552  0.356
H: 0.469 -0.263 -2.130  0.312
H: -1.163 0.213 -1.665  0.288
H: -0.188 -2.305 -0.724  0.388
H: -0.658 -1.744 1.685  0.385
H: -1.420 0.769 1.624  0.285
H: 0.277 0.929 1.894  0.306

Atoms 1-3, force components in eV/Å:
-0.2 -0.1 0.6
-0.3 0.0 -0.1
-0.2 0.0 0.2

=====

A cluster of 2 separate species, C8H10BrNS in total in a non-equilibrium geometry, computed with wB97M-V/def2-TZVPD.

## Properties
**Frontier orbital gap**: 0.279 Ha
**LUMO**: -0.503 eV

Each line ends with the Mulliken charge.
Positions of all 21 atoms, in Å:
C: -2.472 -0.954 0.097  -0.251
C: -3.307 1.158 -0.749  -0.247
C: -3.459 -0.016 -0.119  0.202
C: -0.897 -0.326 -1.798  -0.318
C: -1.282 -1.146 -0.575  -0.323
C: -0.963 1.019 -1.161  -0.009
C: 2.794 -2.306 -0.789  -1.275
C: 1.763 -1.240 -0.513  0.199
N: -2.058 1.692 -0.962  -0.488
S: 2.252 0.142 0.356  -0.114
Br: -5.295 -0.394 0.356  -0.210
H: -2.770 -1.654 0.890  0.300
H: -4.155 1.951 -0.831  0.315
H: 0.206 -0.559 -1.986  0.209
H: -1.477 -0.426 -2.779  0.323
H: -0.575 -1.826 -0.119  0.335
H: 3.521 -1.692 -1.363  0.318
H: 2.428 -3.268 -1.189  0.293
H: 3.427 -2.699 0.030  0.363
H: -0.005 1.525 -0.864  0.269
H: 3.552 -0.062 0.684  0.110

Atoms 1-3, force components in eV/Å:
1.1 -2.1 0.4
-0.1 3.0 -0.7
-1.9 0.5 -1.1

=====

The molecule C22H15N5O3S in a non-equilibrium geometry, computed with wB97M-V/def2-TZVPD.

## Properties
**SMILES string**: C#CCn1c(-c2ccc(C(=O)N/N=C/c3ccc([N+](=O)[O-])s3)cc2)nc2ccccc21
**Frontier orbital gap**: 0.255 Ha
**LUMO**: -1.451 eV

Each line ends with the Mulliken charge.
Positions of all 46 atoms, in Å:
C: 0.487 -0.278 -5.542  -0.073
C: 1.118 -1.139 -4.926  -0.020
C: 1.734 -2.129 -4.086  -1.343
N: 2.699 -1.471 -3.354  0.316
C: 2.479 -0.642 -2.193  0.480
C: 1.309 -0.271 -1.347  0.591
C: 1.479 0.578 -0.232  -1.027
C: 0.501 0.689 0.663  -0.375
C: -0.745 0.015 0.489  0.921
C: -1.900 0.038 1.497  0.324
O: -2.650 -0.909 1.492  -0.611
N: -1.804 1.134 2.318  0.075
N: -2.436 1.250 3.491  -0.588
C: -3.739 1.483 3.455  -0.360
C: -4.632 1.593 4.617  0.832
C: -5.937 1.365 4.521  -0.819
C: -6.499 1.338 5.852  -0.253
C: -5.599 1.584 6.918  0.047
N: -5.866 1.691 8.287  0.881
O: -5.122 2.286 9.032  -0.544
O: -6.888 1.146 8.718  -0.546
S: -4.009 1.713 6.227  -0.077
C: -0.881 -0.855 -0.572  -0.615
C: 0.113 -1.034 -1.509  -0.578
N: 3.596 -0.101 -1.883  -0.578
C: 4.604 -0.314 -2.816  0.221
C: 5.921 0.139 -2.980  -0.846
C: 6.766 -0.438 -3.938  -0.598
C: 6.203 -1.387 -4.781  -0.407
C: 4.847 -1.792 -4.660  -0.740
C: 4.066 -1.274 -3.645  1.139
H: 0.013 0.314 -6.297  0.455
H: 2.318 -2.814 -4.708  0.307
H: 1.120 -2.699 -3.366  0.473
H: 2.449 1.104 -0.082  0.400
H: 0.547 1.448 1.480  0.173
H: -1.068 1.734 2.044  0.171
H: -4.075 1.396 2.468  0.399
H: -6.456 1.132 3.571  0.362
H: -7.564 1.357 6.016  0.418
H: -1.857 -1.258 -0.742  0.450
H: -0.170 -1.547 -2.440  0.190
H: 6.370 0.763 -2.232  0.400
H: 7.775 -0.321 -4.041  0.491
H: 6.878 -1.965 -5.508  0.260
H: 4.508 -2.652 -5.278  0.221

Atoms 1-3, force components in eV/Å:
1.8 -2.5 1.0
-3.5 2.4 -2.2
0.3 -1.5 -0.8

=====

A cluster of 2 separate species, C3H8BrN in total in a non-equilibrium geometry, computed with wB97M-V/def2-TZVPD.

## Properties
**Frontier orbital gap (spin up / spin down)**: 0.239 / 0.238 Ha
**LUMO (spin up / spin down)**: -2.719 / -2.721 eV

Each line ends with the Mulliken charge.
Positions of all 13 atoms, in Å:
C: 0.329 -1.763 0.292  -1.119
C: 0.147 1.958 0.098  -0.753
C: -0.165 -0.360 -0.235  -0.237
N: 0.340 0.667 0.513  -0.192
Br: 3.058 0.128 0.060  -0.345
H: 0.556 -1.585 1.382  0.323
H: -0.377 -2.522 -0.124  0.349
H: 1.252 -2.174 -0.190  0.313
H: 1.200 2.467 0.045  0.249
H: -0.309 2.268 -0.856  0.337
H: -0.483 2.438 0.755  0.375
H: 0.031 -0.196 -1.395  0.313
H: -1.318 -0.293 -0.060  0.389

Atoms 1-3, force components in eV/Å:
0.0 0.4 -1.1
2.9 2.5 -2.7
-0.1 -2.2 -2.5

=====

The molecule C4H7N3 in a non-equilibrium geometry, computed with wB97M-V/def2-TZVPD.

## Properties
**SMILES string**: CCc1c[nH]nn1
**Frontier orbital gap**: 0.339 Ha
**LUMO**: 0.865 eV

Each line ends with the Mulliken charge.
Positions of all 14 atoms, in Å:
C: -0.264 -1.772 -1.331  -0.984
C: -0.218 -0.245 -1.062  -0.278
C: -0.208 0.254 0.327  0.236
C: -0.034 1.589 0.654  -0.415
N: 0.480 1.519 1.905  0.287
N: 0.642 0.271 2.313  -0.777
N: 0.259 -0.513 1.346  -0.104
H: 0.589 -2.077 -1.944  0.251
H: -0.229 -2.352 -0.403  0.332
H: -1.164 -2.113 -1.874  0.295
H: 0.791 0.393 -0.800  0.140
H: -0.770 0.347 -1.800  0.369
H: -0.247 2.505 0.115  0.428
H: 0.709 2.266 2.538  0.221

Atoms 1-3, force components in eV/Å:
0.4 0.3 0.1
1.7 0.9 0.0
-0.8 0.5 1.2